Entry 1:
C20H17BrYb as an isolated structure. Source: the OMol25 dataset; level of theory: ωB97M-V with the def2-TZVPD basis set.

The geometry in XYZ format:
```
39
Properties=species:S:1:pos:R:3:forces:R:3
H 3.6399 0.9505 2.9589 -0.77 -0.01 -0.06
C 1.9719 1.4576 4.2892 -0.86 0.12 0.64
H -1.8656 0.7272 -3.3804 -0.31 -0.74 0.63
H 0.1465 1.7745 5.5186 0.70 -0.23 -0.74
C -1.3393 -1.4074 -3.4258 0.34 -0.91 -0.46
C 2.5427 0.9556 3.0797 -0.82 0.08 0.44
C -2.8502 -2.1448 -1.8130 0.30 0.50 -0.56
C 1.6981 1.8464 -2.5121 1.44 -0.30 2.75
C -1.8208 -2.5504 -2.7290 0.44 -0.46 0.17
H 2.0515 0.0171 1.2157 -0.07 0.01 -0.13
H -2.0804 1.0691 4.7684 0.00 0.07 -0.26
H -3.1236 -2.7155 -0.8875 -0.51 0.26 -1.13
H 1.2605 2.8571 -2.3011 0.51 -1.25 -0.25
H 3.5099 -0.9368 -1.8523 -0.41 0.52 -0.33
C -0.2957 0.9218 3.5650 0.48 -0.34 0.09
H 2.8986 1.4279 -0.6240 -0.36 -0.33 -1.07
C 2.8921 -0.1340 -2.2843 -0.61 0.03 0.01
C -2.0645 -0.1768 1.5937 -0.18 1.43 2.70
C 0.5937 1.4165 4.5609 0.62 0.22 -0.18
Br 1.3359 -3.4006 -0.0770 -0.39 0.19 -0.08
H -3.6784 0.1578 3.0552 0.46 0.12 0.26
C 1.4630 1.0319 -3.6826 0.60 -2.11 -0.61
H 0.7754 1.3041 -4.5101 0.69 -0.35 0.66
C -0.7382 0.0147 1.4460 1.79 -2.21 -4.44
C 0.2564 0.4519 2.3300 -1.24 0.87 1.76
C 2.5536 1.0999 -1.6303 -1.06 2.04 -0.66
H -1.3035 -3.5254 -2.7447 -0.67 0.42 -0.18
C -1.7127 0.7862 3.7788 -0.59 -0.13 0.17
C -2.9701 -0.7219 -1.9783 0.73 0.69 0.62
C -2.6016 0.2549 2.8546 0.33 0.06 0.17
H 2.1899 -1.0059 -4.2322 0.02 0.07 0.13
C 2.1877 -0.1866 -3.5264 -0.86 1.65 -0.60
Yb -1.0090 -1.7366 -0.3322 2.10 0.73 0.23
H -0.6142 -1.3924 -4.2682 -0.51 -0.19 0.92
H -2.7664 -0.5498 0.8359 0.06 0.00 -0.10
C 1.6744 0.4590 2.1286 -0.18 -0.06 0.00
C -2.0173 -0.2886 -2.9600 -0.77 0.43 0.26
H -3.4178 0.0117 -1.2854 -0.30 -0.69 -0.55
H 2.6273 1.8796 5.0579 -0.14 -0.20 -0.25
```
Positions in Å, forces in eV/Å.

Computed properties:
* orbital gap (alpha / beta): 0.242 / 0.169 hartree
* E_tot: -122586.629 eV
* energy relative to the best compared isomer or geometry (same formula, charge and spin): 94.5 kcal/mol
* charge: -1
* multiplicity: 2
* largest force on an atom: 5.27 eV Å⁻¹

Entry 2:
C27H29As2InN2O3S4SbSe4 as an isolated structure. Source: the OMol25 dataset; level of theory: ωB97M-V with the def2-TZVPD basis set.

The geometry in XYZ format:
```
73
Properties=species:S:1:pos:R:3:forces:R:3
H -0.2610 -4.9992 2.6913 0.00 0.00 0.00
C -3.1360 3.1757 -3.4531 0.01 0.00 0.02
S 3.5486 1.3037 1.8467 0.02 0.00 0.01
H 1.6031 -0.4597 3.3219 0.00 0.00 0.00
H 4.2034 -5.0862 0.1042 0.00 0.00 0.00
C -2.1030 0.5449 2.6105 0.01 0.00 0.00
C -1.4528 4.0361 -5.4930 0.01 0.00 0.01
H -3.7756 2.8450 -2.6482 0.01 0.00 0.00
H 0.0979 4.0365 -3.9808 0.00 0.00 0.00
C -3.6278 3.3605 -4.7337 0.00 0.00 -0.01
H -3.1834 3.9315 -6.7558 0.00 0.00 0.00
As -0.6517 -0.0941 1.5345 -0.01 -0.01 -0.01
C -2.6440 -0.3606 -0.5434 0.00 0.00 -0.01
C 1.2424 -3.8137 3.6641 0.00 0.00 0.00
C 4.7979 -2.2314 -0.5229 0.02 -0.01 0.01
H -0.7936 4.3676 -6.2845 0.00 0.00 0.00
H 4.6763 -1.3868 -1.2008 -0.01 0.00 0.00
S 3.5788 2.7667 3.2892 -0.02 0.00 -0.01
In 1.0849 2.6728 -0.0367 -0.07 0.03 0.04
C 1.7634 -2.5411 3.8509 0.00 0.00 0.00
H 5.2843 -3.0536 -1.0508 -0.01 0.00 0.00
Se 2.0599 0.6369 -1.4693 -0.02 0.00 -0.01
H -2.6924 -1.9585 -3.5256 0.00 0.00 0.00
C -2.7907 3.7894 -5.7572 -0.02 -0.01 0.00
Se 3.1047 4.2141 -1.1948 0.01 -0.08 0.04
C 1.1820 -1.4525 3.2186 0.00 0.01 0.00
C -3.0110 2.3100 3.9488 0.00 0.00 0.00
H -0.4218 -2.5997 -2.7775 0.00 0.00 0.00
C -1.7906 3.4239 -3.2110 0.00 0.00 -0.01
C 0.1371 -4.0041 2.8458 0.00 0.00 -0.01
H 2.6357 -2.3958 4.4751 0.00 0.00 0.00
C -2.3236 -1.6208 -2.5652 0.00 0.00 0.00
H -2.9341 3.3081 4.3603 0.00 0.00 0.00
C -3.2068 -0.2522 2.8889 -0.01 0.01 0.00
H -4.9121 1.9072 4.8553 0.00 0.00 0.00
C 2.3652 -3.4500 -1.5803 0.00 -0.01 0.00
H 4.1891 -4.4040 1.7466 0.00 0.00 0.00
S 2.8842 4.4889 2.4116 -0.03 -0.01 0.00
H -3.2445 0.3028 0.0647 -0.01 0.01 0.01
H -1.1224 2.4276 2.9109 0.00 -0.01 0.00
C -3.1205 -0.8136 -1.7644 0.01 0.01 0.00
O 0.5605 1.0287 1.4909 0.02 -0.01 0.03
Sb 4.1167 2.0331 -1.6097 -0.02 0.03 0.01
C -1.9940 1.8237 3.1386 -0.01 0.03 -0.02
C -0.9412 3.8569 -4.2154 -0.01 0.00 -0.02
Se 5.7054 1.5749 -3.3232 0.02 -0.02 -0.01
C 0.0732 -1.6453 2.4042 0.01 0.01 0.00
C -4.1201 1.5227 4.2248 0.01 0.00 0.00
H 1.4459 -4.0172 -1.4238 0.00 0.00 0.00
H 0.4218 -1.8181 -0.5914 0.00 0.00 0.00
H 3.1031 -4.0886 -2.0682 0.00 0.00 0.00
C -0.5737 -1.5449 -0.9217 -0.01 0.00 0.00
H -5.0853 -0.3718 3.9152 0.00 0.00 0.00
N -1.2301 3.2305 -1.9084 0.00 0.02 -0.03
C -4.2200 0.2413 3.6971 -0.01 0.00 0.00
O -1.2575 2.3757 0.0389 0.02 0.01 -0.02
H -4.1064 -0.5186 -2.1001 0.00 0.00 0.00
H 1.7067 -4.6641 4.1481 0.00 0.00 0.00
H -4.6750 3.1712 -4.9321 0.00 0.00 0.00
Se 5.3556 1.4331 0.5924 -0.01 0.03 0.00
C -1.3718 -0.7305 -0.1257 0.00 0.00 0.01
C 3.6029 -4.5455 0.8378 0.01 0.00 0.00
As 3.0445 -2.7870 0.1433 -0.01 0.02 0.00
C -1.0513 -1.9848 -2.1471 0.01 -0.01 -0.01
H 2.7203 -5.1344 1.0897 -0.01 0.00 0.00
H 5.4228 -1.9041 0.3069 0.00 0.00 0.00
C -0.4507 -2.9178 2.2133 0.00 0.00 -0.02
S 0.9072 4.1776 1.9648 0.07 0.00 -0.01
H -3.2820 -1.2526 2.4765 0.00 0.00 0.00
H -1.2979 -3.0697 1.5538 0.00 0.00 0.00
N -1.8915 2.5639 -1.0496 -0.04 -0.06 0.04
H 2.1524 -2.5942 -2.2226 0.00 0.00 0.00
O -0.0299 3.6835 -1.6882 0.03 0.01 -0.01
```
Positions in Å, forces in eV/Å.

Computed properties:
* orbital gap: 0.261 hartree
* E_tot: -475711.129 eV
* energy relative to the best compared isomer or geometry (same formula, charge and spin): 0.0 kcal/mol
* charge: -1
* largest force on an atom: 0.09 eV Å⁻¹

Entry 3:
A 14-piece molecular cluster, C5H38N2O14 overall. Source: the OMol25 dataset; level of theory: ωB97M-V with the def2-TZVPD basis set.

The geometry in XYZ format:
```
59
Properties=species:S:1:pos:R:3:forces:R:3
H 0.4283 2.0036 0.2217 1.17 -1.01 -0.85
H 1.6758 -2.7205 0.3700 -3.74 5.56 4.62
H 0.8437 0.1817 -4.7844 -1.24 -1.35 -0.86
O 0.2516 -0.6142 -4.9841 2.48 0.04 1.08
H 2.1278 0.3684 -1.7226 -1.84 1.84 0.58
H 3.0482 -1.5457 -2.9163 -1.25 -0.18 -0.11
H 3.3778 -0.3358 -0.3850 0.19 0.71 1.30
H -1.0218 3.0173 1.1812 1.51 -0.69 -2.36
O -2.5695 -1.5735 2.2642 0.44 1.86 1.88
C 3.5371 0.1517 3.7165 0.23 -2.69 -1.37
O -2.2048 -1.8625 -2.8227 1.67 1.34 2.05
H -1.5354 -1.4106 -2.1586 -1.34 -1.63 -2.09
H -0.4265 1.4308 -3.8220 2.67 4.76 -4.32
H 2.0578 1.7760 0.6253 -0.01 -0.61 -1.74
H 0.8003 0.7539 4.1271 -0.18 0.34 -1.00
H 1.2660 2.0263 2.9465 0.37 0.27 -0.10
H 0.6388 1.0307 -1.9255 -5.31 -1.00 -2.62
O 2.1090 -3.3039 -0.0850 3.91 -5.05 -3.87
H -4.5165 -2.2689 -1.1410 -1.04 -7.51 2.35
C 0.8257 1.0422 3.0407 -2.92 0.08 1.31
H -0.2159 1.1282 2.6009 1.06 0.11 1.42
H -3.5066 -1.3925 -1.8853 -0.99 -0.77 0.07
C 2.7478 -0.0337 2.3517 0.59 -1.48 1.49
H -1.4480 2.6506 -0.9955 0.49 0.50 -0.23
O -1.3681 3.1335 2.0306 -0.46 0.50 1.74
H 0.6180 -1.1643 -4.2254 -0.48 0.26 -1.13
H -2.2847 -1.0459 3.1132 -0.64 -1.43 -2.48
H 3.1326 -1.7559 -0.7700 -0.01 -0.38 0.12
H -4.6232 1.1687 0.4217 -2.72 2.51 -0.21
C 1.2634 1.2508 -0.0057 -1.33 2.50 1.90
O -0.9506 3.4111 -0.6409 -1.38 -0.38 0.63
O -0.8327 -1.8304 -0.0429 0.79 2.24 -2.34
H 1.4204 -3.6975 -0.6080 -0.14 -0.54 -0.69
O -4.3669 -1.4712 -1.4096 1.47 8.22 -2.39
H -1.7996 -2.1723 -3.6358 0.38 0.19 0.13
O -4.0042 0.5135 0.4159 2.71 -3.90 -0.84
H 4.6069 -0.0318 3.3067 -1.69 0.85 1.20
N 1.4012 0.0143 2.2370 0.29 1.66 0.45
O 3.4672 -0.9231 -1.1152 0.37 -0.83 -1.95
O -2.6951 1.1414 2.9349 1.28 -4.89 2.74
H -1.4210 -1.6355 0.6502 -1.55 0.37 2.02
H -0.2461 -0.0952 0.9730 1.35 0.93 0.15
H -4.2230 -0.1991 -0.2806 -0.05 1.24 0.99
H 1.1271 -0.8714 0.4691 0.58 -0.44 -0.83
C 0.8694 0.0696 0.8878 -1.27 -1.80 -0.60
H -0.7518 -2.7339 -0.0466 0.05 -3.44 -0.05
O 3.3823 -0.3524 1.3824 1.72 -0.27 -1.05
H 3.3336 -0.6968 4.5177 0.03 1.92 -1.71
H 3.2794 1.1345 4.0544 0.49 0.49 0.72
O 2.2563 -1.8028 -3.4675 0.90 0.04 1.39
H 2.5102 -1.5110 -4.3250 0.38 0.11 -1.34
H -0.8643 -0.0078 -3.7974 -0.05 0.18 -0.69
H -3.0849 -0.8624 1.8188 0.21 -0.33 0.20
H -0.3363 3.7318 -1.2828 0.57 -0.04 -0.78
O -0.7794 0.8180 -3.3265 -3.71 -3.62 5.85
H -2.2609 1.7974 2.5029 1.04 3.80 -2.04
N 1.4174 1.1564 -1.4682 7.42 -0.83 3.83
H -3.5891 1.1269 3.1032 -2.72 0.84 -0.05
H -1.8938 3.8931 1.8107 -0.75 0.82 0.48
```
Positions in Å, forces in eV/Å.

Computed properties:
* orbital gap: 0.326 hartree
* E_tot: -37443.662 eV
* energy relative to the best compared isomer or geometry (same formula, charge and spin): 177.6 kcal/mol
* charge: 0
* largest force on an atom: 8.69 eV Å⁻¹

Entry 4:
A 2-piece molecular cluster, C6H15NO overall. Source: the OMol25 dataset; level of theory: ωB97M-V with the def2-TZVPD basis set.

The geometry in XYZ format:
```
23
Properties=species:S:1:pos:R:3:forces:R:3
H -1.4293 2.0371 -0.9301 0.10 -0.31 0.43
H -1.8382 -0.6031 1.4837 0.10 0.21 -0.30
C -1.0771 1.3548 -0.1362 0.13 -1.39 -0.48
H 2.2171 -3.1655 1.3924 0.05 0.25 -0.06
H 2.2146 1.9283 0.4686 0.30 0.36 0.04
H 0.2188 1.4352 1.5872 0.25 -0.27 -0.25
N -0.4062 -1.1120 -0.0536 -0.21 0.39 -0.20
H -1.9189 1.1101 0.5339 0.17 0.52 -0.26
C 1.3743 2.1211 -0.1901 -0.69 0.01 1.10
H -2.1729 -2.0931 0.5881 0.26 0.11 0.45
H 1.4391 3.1402 -0.6209 0.08 -0.84 -0.08
H 1.3907 1.3038 -0.8931 0.20 0.15 -0.76
H -0.8310 -1.9503 1.8370 -0.27 -0.25 -0.39
H 1.5982 -1.9593 0.6691 -0.08 0.19 0.04
C -0.7033 0.0232 -0.8384 -1.48 1.83 0.46
C -0.8231 -0.0087 -2.1582 0.87 -1.47 -1.13
C 0.0728 1.9581 0.6381 -0.17 1.64 0.52
H -0.3564 -1.8663 -0.7275 0.15 -0.30 0.25
C -1.3707 -1.4628 1.0122 0.26 -0.36 0.00
O 2.3650 -2.2321 1.1909 -0.06 -0.30 0.04
H -0.6391 -0.9543 -2.6790 -0.08 0.03 0.15
H -0.9085 0.8023 -2.8665 -0.22 0.43 0.57
H -0.2804 2.9704 0.9604 0.33 -0.62 -0.13
```
Positions in Å, forces in eV/Å.

Computed properties:
* orbital gap: 0.348 hartree
* SMILES: C=C(CCC)NC.O
* E_tot: -10001.892 eV
* energy relative to the best compared isomer or geometry (same formula, charge and spin): 43.0 kcal/mol
* charge: 0
* largest force on an atom: 2.40 eV Å⁻¹

Entry 5:
A 2-piece molecular cluster, C3H8N2O overall. Source: the OMol25 dataset; level of theory: ωB97M-V with the def2-TZVPD basis set.

The geometry in XYZ format:
```
14
Properties=species:S:1:pos:R:3:forces:R:3
N -0.8084 1.5857 0.4487 1.20 -0.27 -0.57
C 0.2271 -0.4330 -0.3618 3.57 1.76 -0.69
C -0.5452 0.6896 -0.5184 -2.74 -0.78 0.62
C 1.6684 0.1199 -0.1211 -0.95 -2.56 1.15
H -2.1210 -2.2457 1.1225 0.06 0.05 0.04
H 1.7909 0.7211 0.7745 -0.03 0.53 -0.06
O -1.8912 -1.3136 1.0330 3.32 -0.32 -1.03
H -0.7907 -1.2954 0.6465 -3.87 0.20 1.42
H 2.5829 -0.8539 -1.5057 -0.19 -0.02 0.41
H 0.1938 -1.1947 -1.1290 -0.02 0.21 -0.48
H -1.5076 2.2965 0.3289 0.21 0.02 0.09
N 2.7332 -0.2528 -0.6868 0.19 0.42 -0.66
H -1.2441 0.6920 -1.3461 -0.24 0.42 -0.06
H -0.2881 1.4843 1.3148 -0.51 0.34 -0.19
```
Positions in Å, forces in eV/Å.

Computed properties:
* orbital gap: 0.332 hartree
* SMILES: [H]/N=C\C=C/N.O
* E_tot: -8265.661 eV
* energy relative to the best compared isomer or geometry (same formula, charge and spin): 84.5 kcal/mol
* charge: 0
* largest force on an atom: 4.12 eV Å⁻¹

Entry 6:
An isolated molecule of C4H9NO2. Source: the OMol25 dataset; level of theory: ωB97M-V with the def2-TZVPD basis set.

The geometry in XYZ format:
```
16
Properties=species:S:1:pos:R:3:forces:R:3
H -0.8119 2.6140 -0.6535 -0.08 -0.05 -0.03
O 2.4759 -0.8510 0.1825 -0.05 -0.16 0.21
N 1.0646 -0.7776 -0.1411 0.90 -0.33 0.08
H 2.9079 -1.0923 -0.6500 -0.32 0.08 0.15
H -1.5237 1.4371 -1.7726 0.06 -0.06 0.22
H 0.9609 -2.7884 0.2924 -0.12 0.03 0.05
C -1.4959 1.7657 -0.7277 -0.49 0.47 0.46
H 0.2217 -1.7563 1.5515 0.05 -0.08 0.07
H -2.5007 2.0990 -0.4603 -0.07 0.22 -0.09
O -0.1624 0.8786 1.2372 0.16 0.79 2.41
H -1.8025 -0.0880 0.4355 0.32 -0.50 -0.37
H -0.6086 -2.0002 0.0041 0.05 -0.05 -0.05
C -1.0595 0.6591 0.1833 3.28 0.33 -1.48
H 1.3400 1.2756 -0.1374 -0.30 0.09 -0.36
C 0.3657 -1.8964 0.4775 0.16 0.13 0.05
C 0.6285 0.5211 0.1786 -3.55 -0.91 -1.31
```
Positions in Å, forces in eV/Å.

Computed properties:
* orbital gap: 0.339 hartree
* SMILES: C[C@@H]1O[C@H]1N(C)O
* E_tot: -9874.998 eV
* energy relative to the best compared isomer or geometry (same formula, charge and spin): 116.8 kcal/mol
* charge: 0
* largest force on an atom: 3.89 eV Å⁻¹

> The highest largest force on an atom belongs to which entry?

C5H38N2O14

> energy relative to the best compared isomer or geometry (same formula, charge and spin) of number 2 (C27H29As2InN2O3S4SbSe4)?

0.0 kcal/mol

> Among the records above, which one has the highest energy relative to the best compared isomer or geometry (same formula, charge and spin)?

C5H38N2O14

> Among the records above, which one has the highest E_tot?

C3H8N2O